Here is a molecular structure, ClMn2O4 from the OMol25 dataset. Energies are from ωB97M-V/def2-TZVPD.

Cartesian coordinates (Å):
Mn -3.58052 -21.36747 1.45207
Mn -6.49385 -21.20270 7.57708
Cl -4.37102 -20.68623 4.94423
O -5.61611 -21.22543 5.50968
O -3.40943 -21.54192 5.52918
O -4.45187 -20.67936 3.55484
O -4.04307 -19.35900 5.36624

Output
- Orbital gap (alpha / beta): 6.14 / 6.19 eV
- E_HOMO (alpha / beta): -21.74 / -21.72 eV
- 2S+1: 11
- Net charge: +3
- LUMO level (alpha / beta): -0.57334 / -0.57071 Ha
- Energy above the lowest of the compared OMol25 structures with the same formula, charge and spin: 82.9 kJ/mol